## w
The following is a DFT calculation (ωB97M-V with the def2-TZVPD basis set) of an isolated ion of composition C6H11N3OS and charge +2.

Geometry as XYZ:
```
22
Properties=species:S:1:pos:R:3:lowdin_charge:R:1
C 2.3439 -0.0106 -0.7502 -0.0613
N 1.2920 0.7185 -0.0704 0.0527
C 1.4380 1.7537 0.6438 -0.0916
N 0.4303 2.4396 1.3256 0.1440
C -0.7872 2.0704 1.7676 0.0439
N -1.5289 0.9911 1.5424 0.1356
C -1.5163 -0.1064 0.6241 -0.0510
C -0.7213 -0.7868 -0.1297 -0.0009
S 0.0113 -1.5424 -1.5064 0.9341
C -1.0813 -3.1029 -1.4875 -0.0796
O -0.4249 -0.7107 -2.5487 -0.3658
H 2.5134 -0.8883 -0.1420 0.1175
H 3.0544 0.7135 -1.0137 0.1060
H 2.0889 -0.4421 -1.6405 0.0175
H 2.2827 2.3659 0.8879 0.1598
H 0.8173 3.3622 1.6693 0.2124
H -1.1872 2.6960 2.4528 0.1441
H -2.3477 0.7927 2.1011 0.1753
H -2.6256 -0.3633 0.6998 0.1973
H -0.9157 -3.4871 -2.4753 0.0777
H -2.1712 -2.8958 -1.3673 0.0969
H -0.9652 -3.5673 -0.5827 0.0355
```

Values from the calculation:
SMILES = C/N=C/[NH+]=C\[NH+]=C/C#S(C)=O
charge = +2
highest occupied orbital energy (spin up / spin down) = -17.7924 / -17.7930 eV
orbital gap (spin up / spin down) = 7.52 / 7.52 eV

## x
The following is a DFT calculation (ωB97M-V with the def2-TZVPD basis set) of C6H11N3OS as an isolated structure.

Geometry as XYZ:
```
22
Properties=species:S:1:pos:R:3:lowdin_charge:R:1
C -0.3225 1.2217 1.7909 -0.0352
C 0.8583 -0.1627 0.2133 -0.0787
C -1.2731 1.5893 0.9229 -0.1201
C 0.6564 0.2808 1.4574 -0.2174
C -0.6829 -0.7281 -1.6939 -0.4085
C 0.1560 0.2523 -0.9821 -0.5077
N -0.4357 -2.0033 -1.4585 0.2435
N -1.5135 -0.2565 -2.5279 0.2496
N 1.4647 -0.4008 2.5355 0.2757
O -1.2436 1.3863 -0.3803 -0.0651
S 0.8467 1.4967 -2.0611 0.9943
H -0.4571 1.3913 2.8380 0.1235
H 1.5699 -0.9029 -0.2093 0.1529
H -2.1129 2.2149 1.2758 0.1679
H 0.1423 -2.5622 -0.8035 0.1696
H -0.8825 -2.7025 -2.0561 0.1591
H -1.6770 0.7556 -2.7029 0.1650
H -2.1362 -0.9020 -3.0642 0.1948
H 0.9970 -1.2477 2.8920 0.1993
H 1.5007 0.3314 3.2691 0.1873
H 2.4498 -0.5130 2.2419 0.1947
H 2.0952 1.4612 -1.4971 -0.0446
```

Values from the calculation:
charge = +2
highest occupied orbital energy = -15.9469 eV
orbital gap = 7.87 eV

Least stable = w

## w
The following is a DFT calculation (ωB97M-V with the def2-TZVPD basis set) of one molecule with the formula CH2ClN2OP.

Geometry as XYZ:
```
8
Properties=species:S:1:pos:R:3:lowdin_charge:R:1
Cl 2.3242 -1.1302 -0.4421 0.1990
P 1.4491 0.3075 0.7152 0.4812
N 0.8291 1.2170 -0.5867 -0.2035
N -0.5237 0.8700 -0.8260 0.0314
C -0.9654 -0.1005 0.0649 -0.3730
O -0.0091 -0.3773 1.0612 -0.4121
H -1.9034 0.2135 0.5488 0.1382
H -1.2009 -1.0001 -0.5352 0.1388
```

Values from the calculation:
SMILES = ClP1N=NCO1
highest occupied orbital energy (spin up / spin down) = -10.1457 / -10.1456 eV
orbital gap (spin up / spin down) = 8.90 / 8.90 eV

## x
The following is a DFT calculation (ωB97M-V with the def2-TZVPD basis set) of one molecule with the formula CH2ClN2OP.

Geometry as XYZ:
```
8
Properties=species:S:1:pos:R:3:lowdin_charge:R:1
C -1.1425 -0.1112 -0.0396 -0.4438
N -0.3905 -0.0306 -1.2225 -0.0141
N 2.2351 1.4745 0.0050 -0.1861
O -0.2776 0.5149 0.8978 -0.3000
P 1.0629 0.4237 -0.1758 0.2964
Cl 2.0488 -1.3014 0.2463 0.3403
H -2.1451 0.3074 -0.1678 0.1107
H -1.3910 -1.2774 0.4566 0.1965
```

Values from the calculation:
highest occupied orbital energy (spin up / spin down) = -10.7955 / -10.3356 eV
orbital gap (spin up / spin down) = 8.26 / 8.22 eV

Least stable = x

## w
The following is a DFT calculation (ωB97M-V with the def2-TZVPD basis set) of a 2-piece molecular cluster, C2H3IO2 overall.

Geometry as XYZ:
```
8
Properties=species:S:1:pos:R:3:lowdin_charge:R:1
O -0.5294 1.6695 1.4154 0.0120
C -0.9763 1.9179 0.3647 -0.6690
I -0.2101 1.0392 -1.4727 0.7908
H -1.7588 2.5825 0.0314 0.0355
C 0.8780 -1.8002 -0.0529 -0.2662
O 1.4158 -0.8301 0.3745 -0.1220
H -0.0912 -2.2861 0.4266 0.1078
H 1.2719 -2.2926 -1.0870 0.1112
```

Values from the calculation:
SMILES = O=CI.C=O
highest occupied orbital energy = -9.6268 eV
orbital gap = 9.94 eV

## x
The following is a DFT calculation (ωB97M-V with the def2-TZVPD basis set) of C2H3IO2 as an isolated structure.

Geometry as XYZ:
```
8
Properties=species:S:1:pos:R:3:lowdin_charge:R:1
C 0.2972 0.0226 -0.5032 -0.2260
C -1.1335 0.0080 0.8230 -0.6598
O -0.3809 -0.9844 0.2160 -0.1062
O -0.2855 1.0189 0.2536 -0.0752
I -3.1872 -0.0070 -0.0485 0.7282
H 1.3953 -0.0957 -0.5976 0.1520
H -0.2232 0.0272 -1.4441 0.1106
H -1.0896 -0.0218 1.8445 0.0763
```

Values from the calculation:
highest occupied orbital energy = -9.7173 eV
orbital gap = 10.01 eV

Least stable = x

## w
The following is a DFT calculation (ωB97M-V with the def2-TZVPD basis set) of a 3-piece molecular cluster, CH4N6O overall.

Geometry as XYZ:
```
12
Properties=species:S:1:pos:R:3:lowdin_charge:R:1
C -0.3087 -0.9605 -0.1313 -0.4426
H 2.3685 -0.6473 -0.9281 0.1071
H 2.3429 -0.3141 0.7697 0.1077
H -0.0893 2.2013 1.4564 0.1986
H 0.7243 1.5038 -0.8114 0.2196
N 1.7546 -0.2939 -0.1249 -0.0768
N 0.8523 -1.3673 0.2142 0.0156
N -2.6540 -0.8657 0.1299 0.1342
N -2.2239 0.4099 -0.1139 0.0815
N -0.8494 0.3406 -0.2086 -0.2675
N -0.5015 1.6781 -0.0891 -0.0621
O -1.4158 -1.6850 -0.1628 -0.0153
```

Values from the calculation:
highest occupied orbital energy = -9.0239 eV
orbital gap = 8.09 eV

## x
The following is a DFT calculation (ωB97M-V with the def2-TZVPD basis set) of CH4N6O as an isolated structure.

Geometry as XYZ:
```
12
Properties=species:S:1:pos:R:3:lowdin_charge:R:1
C 0.1581 -0.6384 0.0319 -0.4688
H 3.4746 -0.8304 -0.5664 0.1820
H 2.7536 -0.2108 1.0293 0.0901
H 0.9424 2.0808 -0.7168 0.1719
H 0.3244 1.9786 0.9347 0.0199
N 2.6086 -0.0063 -0.0634 -0.0708
N 1.3567 -0.9326 -0.0029 -0.0201
N -2.1185 -0.6101 0.0431 0.0936
N -1.7772 0.6416 -0.0907 0.0755
N -0.4461 0.7371 -0.0697 -0.1878
N 0.1449 1.9168 0.0440 0.0867
O -0.8528 -1.4266 0.0131 0.0279
```

Values from the calculation:
highest occupied orbital energy = -9.1918 eV
orbital gap = 9.71 eV

Least stable = w

## w
The following is a DFT calculation (ωB97M-V with the def2-TZVPD basis set) of an isolated ion of composition C8H15IN and charge +1.

Geometry as XYZ:
```
25
Properties=species:S:1:pos:R:3:lowdin_charge:R:1
C 2.1719 -1.3084 -3.7009 0.0740
C 2.1796 -0.9835 -2.3979 -0.1747
C 1.0683 -0.5287 -1.6508 -0.1268
C 1.1559 -0.2280 -0.3629 -0.1112
C -0.0455 0.0451 0.5547 -0.5020
C -0.9028 -1.1783 0.7381 -0.0255
N 0.6286 0.4704 1.8943 0.1440
C -0.9419 1.3164 -0.0314 -0.6538
C -2.3704 1.3615 0.4825 -0.1086
I 0.3952 3.0352 0.0603 0.9443
H 2.9983 -1.5355 -4.2614 0.0351
H 1.2671 -1.2061 -4.3193 0.0841
H 3.1112 -0.6697 -1.8492 0.1317
H 0.1235 -0.7035 -2.1401 0.1285
H 2.0764 -0.3247 0.1559 0.1051
H -1.5370 -1.0946 1.5493 0.0584
H -0.3329 -2.1064 0.9523 0.1222
H -1.5921 -1.3920 -0.0385 0.1004
H -0.0162 0.6332 2.6648 0.1536
H 1.4025 1.2398 1.7729 0.1206
H 1.0077 -0.4905 2.2483 0.2023
H -0.9053 0.9621 -1.0371 0.0470
H -2.7605 2.4001 0.4939 0.0948
H -2.9547 0.6974 -0.2274 0.1157
H -2.4224 0.8234 1.3767 0.0409
```

Values from the calculation:
SMILES = C=C/C=C/[C@@](C)([NH3+])[C@@H](C)I
charge = +1
highest occupied orbital energy = -12.1752 eV
orbital gap = 8.88 eV

## x
The following is a DFT calculation (ωB97M-V with the def2-TZVPD basis set) of C8H15IN as an isolated structure.

Geometry as XYZ:
```
25
Properties=species:S:1:pos:R:3:lowdin_charge:R:1
C -1.9046 3.3224 0.8215 0.0708
C -1.2251 2.7694 -0.1735 -0.1896
C -1.1498 1.3754 -0.2483 -0.1096
C -0.3240 0.6235 -1.0047 -0.1292
C 1.6073 -1.4687 1.9528 -0.1537
C -1.0055 -1.6792 -0.2194 -0.0205
C 1.5201 -0.4407 0.7950 -0.5772
C -0.1008 -0.7199 -0.8607 -0.3509
N 0.7200 -1.3872 -1.9665 0.1811
I 3.2937 -0.1711 -0.3186 0.9955
H -2.0140 4.3918 1.0934 0.0920
H -2.3466 2.5283 1.4545 0.0746
H -0.7390 3.3246 -0.9418 0.1080
H -1.7631 0.9243 0.5838 0.1336
H 0.1677 1.3011 -1.7002 0.1330
H 2.2757 -2.2444 1.7566 0.0427
H 1.8991 -1.0845 2.9017 0.0790
H 0.7140 -1.9377 2.1348 0.0375
H -1.2972 -1.2054 0.6283 0.0573
H -0.5099 -2.6665 -0.2812 0.1149
H -1.8095 -1.8161 -0.9283 0.1083
H 1.1461 0.4862 1.0977 0.0055
H 0.5106 -2.3567 -2.1166 0.1521
H 1.6656 -1.0883 -1.6118 -0.0532
H 0.6693 -0.7806 -2.8480 0.1980
```

Values from the calculation:
charge = +1
highest occupied orbital energy (spin up / spin down) = -11.3822 / -11.3828 eV
orbital gap (spin up / spin down) = 7.18 / 7.18 eV

Least stable = x

## w
The following is a DFT calculation (ωB97M-V with the def2-TZVPD basis set) of a 2-piece molecular cluster, C3H8N2O3S overall.

Geometry as XYZ:
```
17
Properties=species:S:1:pos:R:3:lowdin_charge:R:1
C 0.7842 -1.2605 1.7084 -0.5700
C 0.5290 -0.3279 0.5408 -0.2863
C -0.7650 -0.7480 -0.1320 -0.2065
N -1.9065 -0.2867 0.1914 0.0578
N 1.7313 -0.2578 -0.3278 0.0399
O 2.0035 -1.7983 1.6304 0.0807
O 0.1504 -1.3483 2.6873 0.1412
O -0.2608 1.5633 -1.4926 -0.6879
S -1.6376 1.5977 -2.0849 0.8572
H 0.3615 0.7893 0.9733 0.1964
H -0.6667 -1.5467 -0.9107 0.1445
H -1.9626 0.4585 0.8395 0.0486
H -2.0065 2.8924 -2.0151 -0.0613
H 2.1518 0.7517 -0.1998 0.1597
H 1.4505 -0.3117 -1.2498 0.0388
H 2.3564 -1.3617 0.7704 0.0925
H -2.3128 1.1950 -0.9288 -0.0452
```

Values from the calculation:
highest occupied orbital energy = -9.8364 eV
orbital gap = 10.10 eV

## x
The following is a DFT calculation (ωB97M-V with the def2-TZVPD basis set) of one molecule with the formula C3H8N2O3S.

Geometry as XYZ:
```
17
Properties=species:S:1:pos:R:3:lowdin_charge:R:1
N 1.2831 -0.9895 0.5109 0.0574
C 0.4200 0.1692 0.7075 -0.2048
C -0.5978 -0.1860 1.9200 -0.5479
O -1.2035 0.7256 2.4189 0.0634
O -0.7619 -1.4375 2.1903 0.1171
C -0.4261 0.6777 -0.5483 -0.2926
N 0.1324 0.3284 -1.7702 0.0931
O -1.8815 -0.0598 -0.2920 -0.6669
S -3.2278 0.8460 -0.1687 0.7532
H 2.2134 -0.9782 0.8617 0.0827
H 1.3677 -0.9967 -0.5177 0.0745
H 0.7722 1.2043 0.9349 0.1518
H -0.0684 -1.9916 1.6219 0.1696
H -0.5915 1.6569 -0.4262 0.0860
H 0.0700 -0.6602 -1.9473 0.0966
H -0.2650 0.9471 -2.4596 0.1021
H -2.9231 1.3387 1.0532 -0.1353
```

Values from the calculation:
SMILES = N[C@H](C(=O)O)[C@@H](N)OS
highest occupied orbital energy = -8.4349 eV
orbital gap = 8.96 eV

Least stable = w